Record 1
Computed, not measured: C32H58N4O10S6 as an isolated structure in a non-equilibrium geometry, with ωB97M-V with the def2-TZVPD basis set.

Each line ends with the Mulliken charge.
Element x y z (Å)
C: 3.115 -0.738 0.840  -1.14
C: 3.977 0.429 0.337  -0.39
C: 3.137 1.723 0.307  -0.20
C: 2.524 1.904 -1.069  -1.35
N: 1.502 2.960 -1.168  0.23
C: 0.469 2.867 -0.228  -0.96
C: -0.257 1.631 -0.191  0.86
C: -1.258 1.363 0.668  -0.63
N: -1.903 0.083 0.618  0.24
C: -1.085 -0.985 1.230  0.42
C: -1.170 -2.274 0.429  -1.40
C: -1.615 2.398 1.580  0.11
N: -2.555 2.362 2.522  -0.19
S: -2.507 3.767 3.291  0.07
N: -1.327 4.505 2.491  -0.81
C: -0.903 3.650 1.555  0.64
C: 0.151 3.868 0.646  -1.33
H: 3.714 -1.565 1.210  0.46
H: 2.520 -1.125 0.011  0.25
H: 2.457 -0.424 1.649  0.31
H: 4.341 0.209 -0.659  -0.06
H: 4.805 0.557 1.033  0.42
H: 2.375 1.651 1.082  0.22
H: 3.772 2.583 0.532  0.36
H: 2.068 0.976 -1.413  0.17
H: 3.309 2.145 -1.784  0.71
H: 1.899 3.888 -1.204  0.37
H: 0.035 0.859 -0.891  0.55
H: -2.008 -0.112 -0.371  0.48
H: -0.028 -0.710 1.289  -0.20
H: -1.413 -1.145 2.256  0.25
H: -0.443 -2.279 -0.383  0.32
H: -0.933 -3.119 1.072  0.31
H: -2.167 -2.425 0.016  0.40
H: 0.693 4.803 0.664  0.47
C: 2.393 -6.633 3.170  -0.58
C: 1.722 -5.973 4.383  -0.60
C: 2.036 -4.473 4.320  -0.74
S: 2.259 -4.083 2.577  1.10
O: 3.632 -3.700 2.372  -0.71
O: 1.174 -3.255 2.116  -0.47
C: 2.047 -5.755 1.972  -0.77
H: 2.051 -7.656 3.024  0.36
H: 3.476 -6.657 3.311  0.29
H: 0.642 -6.126 4.329  0.29
H: 2.068 -6.404 5.320  0.32
H: 1.230 -3.856 4.708  0.38
H: 2.968 -4.228 4.825  0.37
H: 2.695 -5.900 1.111  0.39
H: 1.003 -5.866 1.681  0.37
C: -0.722 3.771 -6.475  -0.61
C: -1.064 4.198 -5.041  -0.80
C: -0.213 3.345 -4.091  -0.15
S: 1.276 2.918 -5.007  1.20
O: 1.300 1.493 -5.217  -0.67
O: 2.417 3.597 -4.444  -0.68
C: 0.801 3.713 -6.541  -0.76
H: -1.125 4.464 -7.212  0.37
H: -1.140 2.783 -6.679  0.29
H: -0.820 5.253 -4.907  0.33
H: -2.125 4.077 -4.826  0.35
H: 0.083 3.870 -3.188  0.07
H: -0.704 2.411 -3.826  0.33
H: 1.187 3.130 -7.373  0.41
H: 1.242 4.709 -6.541  0.32
C: 8.599 -0.763 -3.543  -0.60
C: 8.317 -2.265 -3.682  -0.60
C: 7.698 -2.739 -2.361  -0.71
S: 6.849 -1.311 -1.665  1.28
O: 7.499 -0.939 -0.435  -0.70
O: 5.426 -1.516 -1.731  -0.66
C: 7.336 -0.154 -2.944  -0.74
H: 8.845 -0.305 -4.500  0.34
H: 9.443 -0.604 -2.867  0.30
H: 7.612 -2.429 -4.500  0.30
H: 9.221 -2.826 -3.912  0.32
H: 6.971 -3.535 -2.498  0.34
H: 8.455 -3.045 -1.642  0.36
H: 7.486 0.824 -2.494  0.42
H: 6.525 -0.115 -3.671  0.38
C: -5.766 2.981 -0.392  -0.76
C: -4.640 1.944 -0.262  0.66
C: -5.297 0.575 -0.193  -0.15
S: -6.852 0.682 -1.082  1.16
O: -7.942 0.496 -0.158  -0.66
O: -6.787 -0.082 -2.302  -0.70
C: -6.712 2.437 -1.462  -0.79
H: -5.385 3.968 -0.652  0.39
H: -6.301 3.067 0.557  0.32
H: -3.987 2.009 -1.138  0.26
H: -4.022 2.100 0.616  -0.69
H: -4.695 -0.203 -0.653  0.43
H: -5.531 0.291 0.831  -0.26
H: -7.705 2.880 -1.446  0.46
H: -6.280 2.519 -2.459  0.34
C: -6.360 -0.631 5.570  -0.64
C: -5.765 0.516 4.740  -0.74
C: -4.665 -0.081 3.854  0.31
S: -5.135 -1.796 3.567  1.18
O: -4.152 -2.651 4.185  -0.67
O: -5.502 -1.973 2.186  -0.62
C: -6.605 -1.774 4.590  -0.76
H: -7.280 -0.334 6.070  0.37
H: -5.647 -0.945 6.336  0.30
H: -6.545 0.955 4.115  0.32
H: -5.367 1.308 5.373  0.35
H: -4.574 0.418 2.893  -0.49
H: -3.696 -0.091 4.350  0.36
H: -6.721 -2.747 5.060  0.42
H: -7.451 -1.568 3.936  0.34

E_HOMO (eV): -8.0
Total charge: 0
HOMO-LUMO gap (eV): 7.777

---

Record 2
Computed, not measured: a 2-piece molecular cluster, C5H11NO overall in a non-equilibrium geometry, with ωB97M-V with the def2-TZVPD basis set.

Each line ends with the Mulliken charge.
Element x y z (Å)
C: 0.020 0.389 2.262  -0.12
C: -0.724 -0.330 -0.902  -0.28
C: 1.428 -1.449 -0.133  -1.35
C: -1.440 0.967 -1.245  -1.41
C: 0.669 -0.160 -0.245  0.77
O: -1.009 -0.210 2.049  -0.43
N: 1.274 0.934 -0.046  -0.85
H: 0.756 1.767 -0.333  0.26
H: 0.051 1.486 2.327  0.28
H: 0.945 -0.110 2.590  0.27
H: -0.598 -0.944 -1.786  0.42
H: -1.326 -0.896 -0.189  0.34
H: 0.848 -2.165 0.456  0.31
H: 2.393 -1.269 0.337  0.37
H: 1.586 -1.880 -1.128  0.40
H: -2.398 0.748 -1.714  0.39
H: -1.629 1.561 -0.351  0.29
H: -0.847 1.559 -1.950  0.36

E_HOMO (eV): -9.8
Total charge: 0
HOMO-LUMO gap (eV): 10.850
SMILES string: [H]/N=C(/C)CC.C=O

---

Record 3
Computed, not measured: C32H30BrCl2IrN4O3 as an isolated structure, with ωB97M-V with the def2-TZVPD basis set.

Each line ends with the Mulliken charge.
Element x y z (Å)
Ir: -0.550 1.740 -1.207  1.40
Cl: -4.121 7.451 -3.473  -0.19
C: -2.865 6.436 -2.870  0.10
C: -3.186 5.208 -2.382  -0.72
C: -2.171 4.343 -1.904  0.44
N: -2.363 3.097 -1.440  -0.20
C: -3.599 2.686 -0.995  -0.04
O: -4.543 3.403 -0.721  -0.67
C: -3.710 1.199 -0.827  0.40
C: -4.910 0.644 -0.424  -0.53
C: -4.997 -0.734 -0.317  -0.48
C: -3.881 -1.494 -0.623  -0.89
C: -2.716 -0.851 -1.009  0.21
N: -2.630 0.473 -1.110  -0.10
C: -0.804 4.791 -1.921  0.44
C: -0.510 6.086 -2.418  -0.72
C: -1.509 6.881 -2.889  0.10
Cl: -1.114 8.436 -3.518  -0.19
N: 0.100 3.906 -1.472  -0.19
C: 1.350 4.310 -1.060  -0.06
O: 1.692 5.448 -0.804  -0.67
C: 2.324 3.178 -0.907  0.42
C: 3.629 3.444 -0.535  -0.51
C: 4.517 2.385 -0.442  -0.49
C: 4.061 1.110 -0.730  -0.89
C: 2.732 0.936 -1.085  0.21
N: 1.877 1.952 -1.172  -0.09
H: -4.215 4.890 -2.360  0.56
H: -5.738 1.304 -0.209  0.49
H: -5.918 -1.206 -0.001  0.43
H: -3.898 -2.574 -0.560  0.47
H: -1.815 -1.397 -1.230  0.28
H: 0.507 6.440 -2.424  0.56
H: 3.910 4.467 -0.333  0.49
H: 5.546 2.552 -0.150  0.43
H: 4.715 0.251 -0.677  0.46
H: 2.324 -0.039 -1.289  0.23
C: 0.649 -2.187 5.098  -2.19
C: 0.932 -3.050 3.868  1.84
C: -0.003 -4.268 3.907  -1.59
C: 2.390 -3.529 3.938  -1.59
C: 0.709 -2.277 2.570  -0.84
C: 0.303 -0.959 2.530  0.16
C: 0.125 -0.341 1.302  -0.27
Br: -0.439 1.499 1.389  -0.32
C: 0.318 -0.936 0.047  1.60
O: 0.128 -0.322 -1.104  -1.54
C: 0.752 -2.302 0.099  -0.41
C: 0.923 -2.902 1.337  -0.12
C: 1.038 -3.105 -1.189  2.57
C: -0.217 -3.226 -2.068  -1.72
C: 1.504 -4.531 -0.873  -2.36
C: 2.144 -2.443 -2.025  -1.74
H: 0.820 -2.776 6.001  0.43
H: -0.387 -1.840 5.115  0.40
H: 1.308 -1.316 5.137  0.40
H: 0.138 -4.827 4.836  0.46
H: 0.188 -4.948 3.074  0.30
H: -1.047 -3.952 3.851  0.36
H: 2.566 -4.077 4.867  0.46
H: 3.074 -2.678 3.904  0.36
H: 2.634 -4.192 3.106  0.31
H: 0.118 -0.391 3.434  0.53
H: 1.249 -3.933 1.361  0.42
H: -1.067 -3.589 -1.484  0.25
H: -0.035 -3.936 -2.879  0.55
H: -0.465 -2.265 -2.514  0.31
H: 0.747 -5.098 -0.326  0.41
H: 2.432 -4.540 -0.296  0.41
H: 1.694 -5.053 -1.812  0.49
H: 1.783 -1.520 -2.473  0.36
H: 2.450 -3.112 -2.833  0.54
H: 3.023 -2.231 -1.410  0.26

2S+1: 5
E_HOMO (spin up / spin down) (eV): -7.5 / -7.9
Total charge: 0
HOMO-LUMO gap (spin up / spin down) (eV): 7.356 / 5.564

---

Record 4
Computed, not measured: C18H17ClFeO as an isolated structure in a non-equilibrium geometry, with ωB97M-V with the def2-TZVPD basis set.

Each line ends with the Mulliken charge.
Element x y z (Å)
Cl: -5.184 -3.615 -3.888  -0.32
C: -3.763 -2.949 -3.182  0.22
C: -2.801 -2.330 -3.997  -0.23
C: -1.728 -1.654 -3.423  -0.57
C: -1.621 -1.553 -1.988  -0.16
O: -0.751 -0.809 -1.420  -0.62
C: -2.487 -2.393 -1.201  -0.54
C: -3.570 -3.030 -1.794  -0.31
H: -2.898 -2.377 -5.077  0.33
H: -0.955 -1.158 -3.998  0.36
H: -2.254 -2.467 -0.146  0.41
H: -4.262 -3.602 -1.187  0.33
C: -0.777 1.817 -1.213  -1.07
C: -0.324 2.071 0.140  -0.76
C: 1.038 2.252 0.475  1.36
C: 1.506 2.843 1.747  -0.62
C: 2.905 2.549 1.908  -0.42
C: 3.337 1.756 0.768  -0.89
C: 2.212 1.557 -0.107  -0.35
Fe: 1.796 0.915 1.720  -0.66
C: 0.623 -0.679 1.526  0.19
C: 0.225 0.141 2.662  -0.83
C: 1.371 0.269 3.547  -0.46
C: 2.478 -0.467 2.959  -0.56
C: 2.016 -1.054 1.713  -0.78
H: -1.876 1.799 -1.268  0.30
H: -0.297 2.436 -1.988  0.38
H: -0.451 0.768 -1.458  0.20
H: -1.050 2.327 0.920  0.27
H: 0.870 3.451 2.394  0.45
H: 3.553 2.915 2.711  0.37
H: 4.364 1.449 0.556  0.37
H: 2.206 1.024 -1.058  0.50
H: -0.035 -1.025 0.728  0.43
H: -0.783 0.489 2.871  0.53
H: 1.356 0.728 4.535  0.41
H: 3.441 -0.649 3.436  0.37
H: 2.571 -1.747 1.078  0.39

2S+1: 5
E_HOMO (spin up / spin down) (eV): 2.3 / -0.2
Total charge: -2
HOMO-LUMO gap (spin up / spin down) (eV): 2.239 / 4.701